Molecular formula: C81H184As4F24N2OP4
Method: DFT, the ωB97M-V functional and the def2-TZVPD basis

- Calculated total energy: -437737.1959 eV
- LUMO: -0.132 Eh
- Net charge: +2
- HOMO energy: -13.07 eV

Structure (XYZ):
```
300
C81H184As4F24N2OP4 (the ωB97M-V functional and the def2-TZVPD basis)
C -46.678 -8.975 -14.807
C -45.973 -8.073 -13.821
C -45.277 -8.757 -12.617
C -44.437 -7.917 -11.684
P -42.746 -7.421 -12.301
C -41.678 -6.871 -10.921
C -42.286 -5.928 -9.841
C -43.026 -6.608 -8.685
C -43.251 -5.738 -7.440
C -42.691 -6.091 -13.658
C -43.469 -4.746 -13.435
C -43.828 -4.145 -14.792
C -42.629 -3.948 -15.827
C -41.945 -8.909 -13.016
C -42.009 -8.982 -14.553
C -41.699 -10.436 -14.963
C -40.226 -10.996 -14.574
H -45.979 -9.549 -15.416
H -47.333 -8.429 -15.486
H -47.267 -9.750 -14.317
H -46.649 -7.294 -13.469
H -45.194 -7.533 -14.360
H -44.677 -9.627 -12.885
H -46.047 -9.316 -12.086
H -44.286 -8.660 -10.900
H -44.945 -7.009 -11.360
H -40.814 -6.473 -11.454
H -41.302 -7.749 -10.398
H -42.911 -5.130 -10.242
H -41.495 -5.347 -9.367
H -42.634 -7.584 -8.402
H -44.014 -6.887 -9.052
H -43.884 -4.861 -7.569
H -42.356 -5.406 -6.914
H -43.728 -6.411 -6.727
H -43.224 -6.547 -14.492
H -41.675 -5.929 -14.017
H -42.862 -4.060 -12.845
H -44.414 -4.980 -12.943
H -44.334 -3.182 -14.726
H -44.594 -4.748 -15.280
H -42.109 -4.891 -15.997
H -41.894 -3.219 -15.486
H -42.962 -3.746 -16.845
H -42.288 -9.818 -12.522
H -40.924 -8.893 -12.634
H -41.175 -8.405 -14.953
H -43.031 -8.708 -14.815
H -41.814 -10.339 -16.043
H -42.524 -11.073 -14.643
H -40.033 -12.054 -14.755
H -39.900 -10.648 -13.594
H -39.666 -10.556 -15.398
C -39.898 -13.844 -20.359
C -39.189 -15.137 -20.002
C -38.286 -14.925 -18.749
C -37.296 -16.118 -18.509
P -36.268 -15.857 -16.965
C -37.172 -16.048 -15.387
C -38.569 -15.277 -15.107
C -39.083 -15.904 -13.830
C -40.196 -15.097 -13.199
C -34.996 -17.095 -17.055
C -34.002 -16.925 -18.210
C -32.866 -18.003 -18.140
C -33.359 -19.449 -17.879
C -35.616 -14.164 -16.892
C -34.548 -13.963 -15.849
C -34.173 -12.538 -15.385
C -33.425 -11.778 -16.479
H -40.712 -13.562 -19.691
H -40.273 -13.881 -21.382
H -39.168 -13.039 -20.449
H -38.675 -15.492 -20.896
H -39.930 -15.871 -19.688
H -38.941 -14.952 -17.878
H -37.676 -14.022 -18.712
H -36.618 -16.264 -19.349
H -37.749 -17.016 -18.089
H -36.432 -15.991 -14.588
H -37.475 -17.091 -15.472
H -39.313 -15.489 -15.874
H -38.327 -14.217 -15.032
H -38.297 -15.857 -13.077
H -39.467 -16.912 -13.984
H -39.824 -14.155 -12.797
H -40.661 -15.817 -12.525
H -40.888 -14.674 -13.928
H -35.394 -18.110 -17.038
H -34.443 -17.191 -16.121
H -33.668 -15.888 -18.180
H -34.495 -17.047 -19.174
H -32.190 -17.651 -17.360
H -32.286 -17.993 -19.062
H -33.330 -19.705 -16.820
H -32.710 -20.187 -18.351
H -34.355 -19.596 -18.298
H -36.401 -13.411 -16.832
H -35.187 -14.082 -17.891
H -33.647 -14.455 -16.214
H -34.739 -14.503 -14.921
H -33.533 -12.536 -14.502
H -35.083 -12.042 -15.045
H -32.465 -12.227 -16.732
H -33.128 -10.775 -16.174
H -34.049 -11.808 -17.372
C -31.397 -5.088 -13.494
C -31.799 -3.707 -12.949
C -32.309 -3.781 -11.449
C -33.561 -4.762 -11.237
P -34.575 -4.591 -9.709
C -35.848 -3.293 -9.732
C -36.865 -3.245 -10.914
C -38.360 -3.213 -10.477
C -39.387 -3.310 -11.602
C -35.324 -6.255 -9.435
C -36.252 -6.646 -10.604
C -36.881 -7.995 -10.266
C -37.909 -8.502 -11.304
C -33.491 -4.431 -8.212
C -32.985 -3.084 -7.894
C -31.747 -3.156 -6.918
C -30.972 -1.814 -6.947
H -30.846 -5.692 -12.772
H -30.848 -4.823 -14.397
H -32.292 -5.604 -13.842
H -32.539 -3.237 -13.596
H -30.886 -3.115 -12.887
H -32.592 -2.754 -11.215
H -31.494 -4.106 -10.803
H -33.240 -5.803 -11.287
H -34.296 -4.636 -12.033
H -35.261 -2.381 -9.624
H -36.457 -3.300 -8.827
H -36.633 -4.123 -11.515
H -36.622 -2.347 -11.482
H -38.665 -2.437 -9.774
H -38.518 -3.994 -9.733
H -39.337 -2.569 -12.400
H -40.397 -3.257 -11.193
H -39.219 -4.246 -12.133
H -35.918 -6.337 -8.525
H -34.582 -7.052 -9.379
H -35.769 -6.886 -11.551
H -37.073 -5.969 -10.843
H -37.350 -7.916 -9.285
H -36.102 -8.756 -10.220
H -38.365 -9.444 -11.000
H -37.373 -8.553 -12.252
H -38.686 -7.758 -11.481
H -32.693 -5.144 -8.418
H -34.014 -4.828 -7.342
H -33.729 -2.411 -7.469
H -32.627 -2.528 -8.761
H -30.985 -3.901 -7.145
H -32.115 -3.486 -5.946
H -31.610 -0.931 -6.975
H -30.307 -1.750 -7.809
H -30.255 -1.842 -6.126
C -47.472 -8.734 -1.840
C -47.894 -9.905 -2.745
C -48.899 -9.538 -3.855
C -48.364 -8.678 -5.043
P -47.306 -9.388 -6.320
C -45.867 -10.174 -5.583
C -44.873 -9.202 -4.722
C -43.640 -9.870 -4.091
C -42.627 -10.417 -5.018
C -46.809 -7.994 -7.455
C -47.892 -6.958 -7.847
C -48.882 -7.425 -8.924
C -49.770 -6.409 -9.660
C -48.191 -10.702 -7.286
C -47.240 -11.497 -8.257
C -47.952 -12.527 -9.028
C -47.151 -12.967 -10.352
H -46.601 -9.007 -1.244
H -48.299 -8.441 -1.193
H -47.129 -7.922 -2.481
H -48.450 -10.626 -2.146
H -46.976 -10.319 -3.161
H -49.600 -8.858 -3.370
H -49.492 -10.339 -4.295
H -47.759 -7.820 -4.750
H -49.197 -8.134 -5.489
H -45.333 -10.542 -6.460
H -46.248 -11.097 -5.148
H -45.288 -8.547 -3.956
H -44.516 -8.422 -5.394
H -43.909 -10.619 -3.345
H -43.131 -9.081 -3.537
H -42.309 -9.620 -5.690
H -42.988 -11.255 -5.614
H -41.745 -10.804 -4.509
H -46.309 -8.276 -8.381
H -46.028 -7.418 -6.960
H -47.375 -6.061 -8.189
H -48.381 -6.647 -6.924
H -49.493 -8.284 -8.646
H -48.296 -7.847 -9.740
H -50.339 -6.837 -10.485
H -49.123 -5.662 -10.120
H -50.451 -5.874 -8.998
H -48.989 -10.297 -7.909
H -48.661 -11.327 -6.527
H -46.457 -11.967 -7.661
H -46.782 -10.866 -9.019
H -48.955 -12.156 -9.238
H -48.121 -13.377 -8.366
H -46.200 -13.403 -10.045
H -46.797 -12.147 -10.976
H -47.772 -13.566 -11.018
C -42.252 3.171 -9.511
C -42.154 1.623 -9.578
N -43.404 0.886 -10.185
C -44.367 0.564 -9.084
C -44.068 1.757 -11.378
C -45.120 0.991 -12.211
C -42.882 -0.565 -10.699
C -42.400 -1.517 -9.618
O -41.383 -1.009 -8.831
C -40.978 -1.951 -7.812
H -41.966 3.651 -10.447
H -41.535 3.658 -8.850
H -43.214 3.551 -9.167
H -41.917 1.177 -8.612
H -41.321 1.280 -10.192
H -45.174 -0.143 -9.275
H -44.735 1.546 -8.787
H -43.866 0.120 -8.223
H -43.254 2.070 -12.032
H -44.583 2.586 -10.892
H -45.988 0.678 -11.631
H -44.732 0.204 -12.858
H -45.570 1.788 -12.804
H -42.244 -0.491 -11.579
H -43.761 -1.061 -11.110
H -42.045 -2.351 -10.223
H -43.217 -1.994 -9.076
H -40.281 -1.637 -7.034
H -40.676 -2.921 -8.205
H -41.857 -2.301 -7.271
C -39.417 -7.542 -6.726
C -38.818 -8.870 -6.246
C -39.078 -10.042 -7.215
C -38.323 -11.327 -6.757
N -38.845 -12.665 -7.450
C -40.253 -13.085 -7.109
C -40.105 -13.715 -5.725
C -38.747 -14.411 -5.755
C -38.042 -13.925 -7.020
C -38.706 -12.405 -8.960
H -39.186 -7.274 -7.757
H -39.058 -6.737 -6.084
H -40.477 -7.545 -6.473
H -38.995 -9.188 -5.219
H -37.734 -8.773 -6.186
H -38.809 -9.627 -8.186
H -40.161 -10.170 -7.190
H -38.272 -11.595 -5.702
H -37.255 -11.270 -6.965
H -40.645 -13.842 -7.787
H -40.921 -12.223 -7.100
H -40.805 -14.463 -5.353
H -40.061 -12.950 -4.950
H -38.636 -15.493 -5.826
H -38.256 -14.152 -4.817
H -38.231 -14.645 -7.817
H -36.952 -13.895 -7.009
H -37.648 -12.393 -9.221
H -39.273 -11.536 -9.293
H -38.921 -13.263 -9.598
As -43.232 -11.532 -9.598
F -41.907 -12.625 -9.926
F -42.484 -11.150 -8.009
F -44.603 -10.413 -9.314
F -43.786 -11.901 -11.306
F -44.238 -12.856 -8.952
F -42.239 -10.200 -10.321
As -44.094 -5.118 -3.230
F -43.201 -4.157 -1.969
F -43.670 -4.036 -4.565
F -44.989 -6.058 -4.490
F -44.603 -6.350 -1.979
F -45.612 -4.164 -2.902
F -42.740 -6.264 -3.541
As -38.603 -6.083 -15.273
F -40.063 -6.538 -16.307
F -37.934 -5.205 -16.740
F -37.122 -5.676 -14.283
F -39.404 -6.822 -13.798
F -37.780 -7.619 -15.790
F -39.392 -4.521 -14.760
As -46.212 -3.384 -10.207
F -44.700 -3.230 -11.142
F -47.081 -3.839 -11.692
F -47.709 -3.464 -9.167
F -45.267 -2.873 -8.774
F -46.648 -1.599 -10.591
F -45.747 -5.048 -9.847
```